The following is a DFT calculation (ωB97M-V/def2-TZVPD) of an isolated ion of composition C5H11N and charge -1 at a distorted geometry.

Output
Energy relative to the best compared isomer or geometry (same formula, charge and spin) (kJ/mol): 107.7
Orbital gap (spin up / spin down) (eV): 2.933 / 9.367
<S²>: 0.751
Charge: -1
LUMO level (spin up / spin down) (eV): 4.283 / 4.323
Multiplicity: 2
HOMO energy (spin up / spin down) (eV): 1.4 / -5.0

Each line ends with the Löwdin spin population.
Geometry (Å):
C  -0.251  -1.462  -0.762  0.0909
C  -0.969  -0.051  -0.463  0.1652
C  0.008  0.886  0.189  0.0535
C  -0.030  1.022  1.515  0.1915
C  0.793  1.805  -0.735  0.1100
N  0.454  -1.965  0.377  0.0207
H  0.268  -1.062  -1.630  0.0096
H  -1.071  -2.138  -1.088  0.0408
H  -1.654  -0.320  0.340  0.0600
H  -1.405  0.319  -1.393  0.0550
H  0.620  1.671  2.108  0.0307
H  -0.675  0.394  2.128  0.0567
H  0.295  2.734  -1.075  0.0429
H  1.649  2.119  -0.113  0.0107
H  1.124  1.420  -1.694  0.0170
H  0.359  -2.975  0.420  0.0208
H  0.038  -1.706  1.265  0.0241